The following is a quantum chemistry calculation of 2 unconnected molecules or ions with the total composition C4H7BrOS in a non-equilibrium geometry, from the OMol25 dataset.

Geometry as ORCA input:
```
! RIJCOSX wB97M-V def2-TZVPD def2/J DEFGRID3
* xyz 0 1
C 0.80 -0.24 -0.38
C 1.02 1.22 -0.64
C -1.26 -0.55 1.19
C -0.27 -0.95 -0.93
O 1.65 -0.87 0.39
S -0.70 -1.72 2.19
Br -1.36 -0.46 -2.36
H 1.98 1.60 -0.09
H 1.02 1.39 -1.73
H 0.09 1.62 -0.17
H -0.74 0.45 1.52
H -2.20 -0.55 0.54
H -0.16 -2.09 -0.91
H 1.28 -1.32 1.06
*
```

Properties
- HOMO: -8.434 eV
- LUMO level: -0.11 eV
- Relative energy (zero: lowest compared OMol25 entry of this formula, charge and spin): 2.095 eV
- Kohn-Sham gap: 8.3 eV

=====

The following is a quantum chemistry calculation of C4H7BrSi in the gas phase in a non-equilibrium geometry, from the OMol25 dataset.

Geometry as ORCA input:
```
! RIJCOSX wB97M-V def2-TZVPD def2/J DEFGRID3
* xyz 0 1
C -0.60 -2.83 -1.48
C -0.43 -1.70 -1.08
C 1.02 1.33 -0.71
C -1.03 0.05 1.34
Si -0.48 0.11 -0.51
Br -2.27 0.91 -1.75
H -0.85 -3.74 -1.81
H 0.50 2.27 -1.06
H 1.58 1.40 0.13
H 1.90 1.16 -1.47
H -0.89 0.89 1.99
H -2.17 -0.21 1.32
H -0.48 -0.82 1.90
*
```

Properties
- HOMO: -10.198 eV
- LUMO level: 0.78 eV
- Relative energy (zero: lowest compared OMol25 entry of this formula, charge and spin): 0.173 eV
- Kohn-Sham gap: 11.0 eV

=====

The following is a quantum chemistry calculation of a molecular structure, C4H7CdO2 in a non-equilibrium geometry, from the OMol25 dataset.

Geometry as ORCA input:
```
! RIJCOSX wB97M-V def2-TZVPD def2/J DEFGRID3
* xyz 0 2
H -0.22 1.34 1.00
O -2.24 0.93 0.43
C -0.86 0.86 0.16
C -0.45 -0.55 -0.05
C 0.57 -0.89 -1.12
C 1.01 -1.04 0.31
O 1.90 -0.21 0.87
Cd 2.23 1.48 1.57
H -2.58 1.78 0.14
H -0.59 1.47 -0.72
H -1.24 -1.29 0.12
H 1.00 -0.04 -1.66
H 0.41 -1.78 -1.72
H 1.04 -2.08 0.68
*
```

Properties
- HOMO (spin up / spin down): -7.955 / -8.491 eV
- LUMO level (spin up / spin down): 0.78 / -1.52 eV
- Relative energy (zero: lowest compared OMol25 entry of this formula, charge and spin): 0.000 eV
- Kohn-Sham gap (spin up / spin down): 8.7 / 7.0 eV

=====

The following is a quantum chemistry calculation of C4H7Cl in the gas phase in a non-equilibrium geometry, from the OMol25 dataset.

Geometry as ORCA input:
```
! RIJCOSX wB97M-V def2-TZVPD def2/J DEFGRID3
* xyz 0 1
C -0.27 1.73 -0.05
C -0.23 0.26 -0.11
C -1.27 -0.56 0.74
C -1.30 -0.83 -0.68
H 0.48 2.13 0.68
H -1.30 2.09 0.09
H 0.10 2.17 -1.00
H -0.95 -1.22 1.66
H -2.15 -0.02 1.10
H -2.09 -0.38 -1.18
H -0.93 -1.77 -1.14
Cl 1.48 -0.39 0.02
*
```

Properties
- HOMO: -9.358 eV
- LUMO level: 1.02 eV
- Relative energy (zero: lowest compared OMol25 entry of this formula, charge and spin): 0.970 eV
- Kohn-Sham gap: 10.4 eV

=====

The following is a quantum chemistry calculation of C4H7Cl in the gas phase in a non-equilibrium geometry, from the OMol25 dataset.

Geometry as ORCA input:
```
! RIJCOSX wB97M-V def2-TZVPD def2/J DEFGRID3
* xyz 0 1
C -0.08 -0.01 0.59
C 0.86 1.10 0.08
C 1.82 0.00 -0.35
C 0.88 -1.06 0.13
H -0.27 0.18 1.59
H 1.06 1.70 0.92
H 0.32 1.57 -0.73
H 1.83 0.08 -1.40
H 2.86 -0.07 -0.08
H 0.50 -1.42 -0.77
H 1.18 -1.83 0.80
Cl -1.67 -0.02 -0.18
*
```

Properties
- HOMO: -10.224 eV
- LUMO level: 1.16 eV
- Relative energy (zero: lowest compared OMol25 entry of this formula, charge and spin): 0.786 eV
- Kohn-Sham gap: 11.4 eV

=====

The following is a quantum chemistry calculation of C4H7Cl in the gas phase in a non-equilibrium geometry, from the OMol25 dataset.

Geometry as ORCA input:
```
! RIJCOSX wB97M-V def2-TZVPD def2/J DEFGRID3
* xyz 0 1
C 1.01 -1.25 0.22
C 0.46 0.13 0.85
C 0.42 0.67 2.26
C -0.24 0.83 -0.09
H 2.01 -1.10 0.21
H 0.53 -1.96 0.89
H 0.68 -1.37 -0.89
H -0.02 1.60 2.21
H 0.21 -0.08 3.01
H 1.44 0.87 2.70
H -0.89 1.78 0.04
Cl -0.81 -0.12 -1.62
*
```

Properties
- HOMO: -9.185 eV
- LUMO level: 0.93 eV
- Relative energy (zero: lowest compared OMol25 entry of this formula, charge and spin): 1.793 eV
- Kohn-Sham gap: 10.1 eV

=====

- What is the formula in the fourth record?
  C4H7Cl

=====

- The highest relative energy (zero: lowest compared OMol25 entry of this formula, charge and spin) belongs to which entry?
  C4H7BrOS

=====

Copy entry 5 word for word.
The following is a quantum chemistry calculation of C4H7Cl in the gas phase in a non-equilibrium geometry, from the OMol25 dataset.

Geometry as ORCA input:
```
! RIJCOSX wB97M-V def2-TZVPD def2/J DEFGRID3
* xyz 0 1
C -0.08 -0.01 0.59
C 0.86 1.10 0.08
C 1.82 0.00 -0.35
C 0.88 -1.06 0.13
H -0.27 0.18 1.59
H 1.06 1.70 0.92
H 0.32 1.57 -0.73
H 1.83 0.08 -1.40
H 2.86 -0.07 -0.08
H 0.50 -1.42 -0.77
H 1.18 -1.83 0.80
Cl -1.67 -0.02 -0.18
*
```

Properties
- HOMO: -10.224 eV
- LUMO level: 1.16 eV
- Relative energy (zero: lowest compared OMol25 entry of this formula, charge and spin): 0.786 eV
- Kohn-Sham gap: 11.4 eV